ORCA calculation (wB97M-V/def2-TZVPD) on a molecular structure, C4H7N3O2S in a non-equilibrium geometry.

CARTESIAN COORDINATES (ANGSTROEM)
C1 -2.764800 0.666395 -0.030116
C2 -1.559884 0.646463 -0.827347
C3 2.776438 -1.533093 0.584310
C4 1.858606 -0.713458 -0.147732
N1 -2.307928 0.515407 1.411234
N2 -1.118411 0.410835 1.581106
N3 -0.368815 0.246613 0.531059
O1 1.086690 1.692766 -0.827466
O2 3.259027 -0.687978 -0.431882
S1 1.201368 0.946339 0.409203
H1 -3.300163 1.638044 -0.071137
H2 -3.424571 -0.231427 -0.254105
H3 -1.243940 -0.197847 -1.506358
H4 -1.054486 1.484923 -1.284935
H5 3.083681 -1.152855 1.528410
H6 2.674657 -2.525684 0.258004
H7 1.202527 -1.205447 -0.922253

Forces on atoms 1 to 6 (eV/Å):
C -0.724 -0.801 0.166
C 4.589 -2.032 -0.592
C -0.137 0.959 0.320
C -0.700 1.380 -1.415
N -2.347 0.573 0.864
N 0.812 -0.123 1.420

=====

ORCA calculation (wB97M-V/def2-TZVPD) on 2 unconnected molecules or ions with the total composition C4H14N3O in a non-equilibrium geometry.

CARTESIAN COORDINATES (ANGSTROEM)
C1 1.355876 1.375223 -1.520409
C2 -0.179755 1.495652 -1.568299
C3 -1.004524 1.038347 -0.370850
N1 -0.216411 -0.075229 0.314824
C4 -0.582691 -1.396364 0.234983
N2 -1.509882 -1.753899 -0.700142
N3 0.021770 -2.205663 1.085081
H1 1.883457 1.842417 -0.622689
H2 1.678116 1.949687 -2.442914
H3 1.884972 0.436012 -1.473565
H4 -0.256527 2.549178 -1.811158
H5 -0.394920 0.882039 -2.431740
H6 -1.175928 1.728824 0.458307
H7 -1.994961 0.721791 -0.698899
H8 0.306060 0.255364 1.121268
H9 -1.680863 -1.199709 -1.533023
H10 -1.677592 -2.757195 -0.855754
H11 -0.016422 -3.204983 0.889043
H12 0.578768 -1.771995 1.819588
H13 1.725238 0.295906 3.299778
H14 0.364751 -0.106393 3.810584
O1 0.891469 -0.099013 2.995986

Forces on atoms 1 to 6 (eV/Å):
C 1.554 1.904 0.642
C 2.361 0.257 -0.191
C 0.353 -1.308 0.662
N -2.950 1.977 -1.092
C -0.746 -1.188 -1.245
N 1.736 -0.567 1.097

* charge: +2
* ⟨S²⟩: 0.759
* 2S+1: 2

=====

ORCA calculation (wB97M-V/def2-TZVPD) on 2 unconnected molecules or ions with the total composition C4H12 in a non-equilibrium geometry.

CARTESIAN COORDINATES (ANGSTROEM)
C1 -0.729725 -1.506965 -1.136927
C2 0.337207 -0.723378 -1.941861
H1 -1.623033 -0.914740 -0.972292
H2 -1.071617 -2.334322 -1.762522
H3 -0.286784 -1.952780 -0.258339
H4 1.337015 -0.884558 -1.524529
H5 0.180219 0.349268 -2.036629
H6 0.355698 -1.057266 -2.974829
C3 0.621505 0.499626 1.621987
C4 -0.246022 1.745660 1.460404
H7 0.338828 -0.194480 0.835623
H8 1.685109 0.725002 1.578666
H9 0.485014 0.042677 2.597059
H10 0.150130 2.606711 2.009120
H11 -0.197117 2.133113 0.440355
H12 -1.286429 1.561448 1.714627

Forces on atoms 1 to 6 (eV/Å):
C 0.275 -0.009 -1.391
C 0.131 -0.173 -0.032
H 0.033 0.115 0.577
H 0.025 -0.120 0.119
H -0.302 0.155 0.452
H -0.149 0.098 -0.127

* structure (SMILES): CC.CC

=====

Total energy: -869.349029 -399.598145 -159.575343 (a.u.)
Energy relative to the best compared isomer or geometry (same formula, charge and spin): 5.455 1.749 0.262 (eV)